Arrangement P

DFT (wB97M-V/def2-TZVPD) results for CH3BBr2O2 as an isolated structure.

Computed properties:
HOMO-LUMO gap: 8.0 eV
Highest occupied orbital energy: -9.325 eV
LUMO level: -1.35 eV

Last column: Mulliken charge in e.
CARTESIAN COORDINATES (ANGSTROEM)
B 0.68754 -0.08471 -0.29358  0.643
C -1.48024 -0.04024 0.46688  -0.154
O 0.90079 1.22508 -0.04075  -0.500
O 1.23476 -1.22505 0.09868  -0.480
Br -2.34227 -1.49089 -0.24697  0.040
Br -2.35623 1.51262 -0.09927  0.013
H 0.01449 -0.12830 -1.41177  -0.091
H 1.43560 1.37996 0.66620  0.236
H 1.90555 -1.14847 0.86058  0.293

Arrangement Q

DFT (wB97M-V/def2-TZVPD) results for CH3BBr2O2 as an isolated structure.

Computed properties:
HOMO-LUMO gap: 8.1 eV
Highest occupied orbital energy: -8.085 eV
LUMO level: -0.01 eV

Last column: Mulliken charge in e.
CARTESIAN COORDINATES (ANGSTROEM)
B -0.43618 -0.13802 -0.97713  0.480
C 0.96502 -0.12357 1.65251  -0.012
O -1.44926 0.34339 -1.59917  -0.407
O 0.26327 0.65576 0.02071  -0.419
Br 2.62072 -0.73447 1.13391  -0.066
Br -0.25639 -1.52844 2.11016  -0.116
H -0.53913 -1.27593 -0.81674  -0.081
H -1.68755 1.24659 -1.62741  0.301
H 0.51950 1.55470 0.10315  0.320

arrangement P ends up most stable, edging out the next structure by 0.552 eV.

Arrangement P

DFT (wB97M-V/def2-TZVPD) results for a 2-piece molecular cluster, C4H11NO3S overall.

Computed properties:
HOMO-LUMO gap: 9.9 eV
Highest occupied orbital energy: -9.358 eV
SMILES: C[S@@](=O)(O)=NO.C=CC
LUMO level: 0.49 eV

Last column: Mulliken charge in e.
CARTESIAN COORDINATES (ANGSTROEM)
C 3.04543 -1.87284 -2.55277  -0.887
S 1.62383 -0.98108 -1.70195  1.348
O 0.36506 -1.51310 -2.15025  -0.631
O 1.98819 -1.40571 -0.27722  -0.529
N 1.66998 0.55608 -1.53987  -0.523
O 0.81241 1.03805 -2.60855  -0.386
H 3.43668 -1.03582 -3.06279  0.315
H 3.68939 -2.29931 -1.71816  0.315
H 2.55345 -2.67623 -3.31058  0.295
H 1.91359 -0.67155 0.36838  0.373
H -0.04641 0.69734 -2.41487  0.278
C -1.72688 0.35267 1.56632  -0.873
C -1.30197 0.69054 0.37265  0.304
C -2.23151 0.56840 -0.76883  -1.084
H -2.72683 -0.06389 1.82831  0.224
H -1.02353 0.32856 2.39477  0.239
H -0.40592 1.31301 0.24928  0.414
H -1.99452 1.46443 -1.47184  0.228
H -1.81067 -0.21779 -1.37793  0.215
H -3.28190 0.44954 -0.43567  0.367

Arrangement Q

DFT (wB97M-V/def2-TZVPD) results for a 2-piece molecular cluster, C4H11NO3S overall.

Computed properties:
HOMO-LUMO gap: 8.5 eV
Highest occupied orbital energy: -8.256 eV
LUMO level: 0.21 eV

Last column: Mulliken charge in e.
CARTESIAN COORDINATES (ANGSTROEM)
C 0.03578 1.79864 0.24066  -1.785
C 2.12298 -0.22483 0.43224  -1.189
C 0.51061 -1.87678 -0.09865  -1.175
C -0.21145 0.32840 0.04760  0.269
N 0.70497 -0.57224 0.25066  0.346
O -2.45685 0.34210 1.60629  -0.602
O -2.66226 1.04286 -0.69444  -0.407
O -2.27525 -1.40439 -0.14321  -0.624
S -1.99331 -0.04714 0.31213  1.188
H 0.83142 2.13099 -0.44601  0.429
H -0.70070 2.45505 -0.03684  0.461
H 0.34069 1.82038 1.31251  0.411
H 2.56496 -0.70005 1.30178  0.353
H 2.66906 -0.45793 -0.45230  0.420
H 2.25516 0.83113 0.61771  0.402
H -0.48286 -2.16409 0.23102  0.369
H 0.39282 -1.98040 -1.13672  0.490
H 1.41889 -2.60451 0.14744  0.259
H -0.53249 0.45071 -1.86539  0.057
H -2.53217 0.83209 -1.62648  0.327

arrangement Q ends up most stable, edging out the next structure by 0.952 eV.